Entry 1:
{"formula": "C3H10N2O2", "method": "wB97M-V/def2-TZVPD", "e_homo_ev": -9.0, "smiles": "CNC(=O)CN.O", "relative_energy_kj_mol": 124.49, "symbols": ["N", "C", "C", "N", "C", "O", "H", "H", "H", "H", "H", "H", "H", "H", "H", "H", "O"], "coordinates": [[0.818, -1.937, -0.774], [1.671, -1.539, 0.312], [1.088, -0.258, 1.065], [0.890, 0.778, 0.214], [0.161, 1.955, 0.617], [1.071, -0.207, 2.272], [1.261, -2.280, -1.605], [-0.087, -2.311, -0.560], [1.716, -2.292, 1.122], [2.694, -1.394, 0.007], [1.046, 0.615, -0.771], [0.769, 2.847, 0.558], [-0.838, 2.001, 0.161], [-0.100, 1.831, 1.690], [-3.764, 0.586, -2.283], [-4.172, 1.473, -3.342], [-4.580, 0.918, -2.672]]}



Entry 2:
{"formula": "C5H11NO", "method": "wB97M-V/def2-TZVPD", "e_homo_ev": -9.0, "smiles": "C=NC(=C)CC.O", "relative_energy_kj_mol": 216.17, "symbols": ["C", "C", "C", "C", "C", "N", "H", "H", "H", "H", "H", "H", "H", "H", "H", "H", "H", "O"], "coordinates": [[-0.727, -0.689, 1.665], [0.371, -0.747, 0.613], [0.742, 0.627, 0.075], [1.933, 1.187, 0.285], [-1.032, 1.808, -0.847], [-0.102, 0.976, -1.003], [-0.669, 0.115, 2.401], [-1.770, -0.672, 1.320], [-0.741, -1.635, 2.211], [0.005, -1.316, -0.245], [1.255, -1.266, 0.965], [2.546, 0.817, 1.096], [2.193, 2.094, -0.240], [-1.702, 2.035, -1.672], [-1.158, 2.376, 0.079], [-1.112, -2.154, -2.314], [0.142, -1.326, -2.268], [-0.174, -2.229, -2.120]]}



Entry 3:
{"formula": "AsF6H28O14", "method": "wB97M-V/def2-TZVPD", "e_homo_ev": -9.4, "total_charge": -1, "relative_energy_kj_mol": 317.84, "symbols": ["As", "F", "F", "F", "F", "F", "F", "O", "H", "H", "O", "H", "H", "O", "H", "H", "O", "H", "H", "O", "H", "H", "O", "H", "H", "O", "H", "H", "O", "H", "H", "O", "H", "H", "O", "H", "H", "O", "H", "H", "O", "H", "H", "O", "H", "H", "O", "H", "H"], "coordinates": [[-0.466, -30.145, -24.525], [-1.758, -29.165, -23.771], [-0.346, -31.224, -23.140], [0.915, -31.008, -25.335], [-0.657, -29.154, -26.001], [0.742, -28.956, -23.903], [-1.611, -31.418, -25.136], [6.448, -24.539, -23.084], [6.038, -25.294, -23.506], [7.382, -24.639, -23.269], [4.975, -26.998, -18.195], [5.040, -26.785, -19.126], [4.867, -27.949, -18.174], [1.247, -24.111, -29.343], [0.900, -24.975, -29.566], [2.164, -24.144, -29.614], [5.812, -31.943, -22.486], [5.400, -31.750, -21.644], [5.133, -31.756, -23.134], [2.843, -34.217, -30.220], [2.767, -33.771, -29.377], [1.982, -34.611, -30.362], [-1.369, -26.204, -18.851], [-1.048, -26.740, -19.576], [-1.181, -25.303, -19.117], [-1.722, -37.532, -20.982], [-1.976, -37.988, -21.784], [-1.430, -36.670, -21.278], [3.819, -32.090, -18.077], [3.847, -32.985, -17.736], [2.928, -31.793, -17.897], [-4.307, -25.630, -28.591], [-3.503, -26.102, -28.373], [-4.042, -25.001, -29.262], [-1.446, -23.286, -25.580], [-1.799, -24.069, -25.158], [-0.882, -23.623, -26.276], [-1.285, -29.743, -31.381], [-1.143, -29.775, -30.435], [-2.216, -29.937, -31.491], [-2.710, -36.558, -30.123], [-3.282, -36.030, -29.565], [-3.164, -37.397, -30.205], [-5.950, -31.244, -30.986], [-6.096, -31.384, -30.050], [-6.828, -31.147, -31.355], [-3.816, -33.293, -18.555], [-3.440, -33.124, -19.418], [-3.141, -33.010, -17.939]]}



Entry 4:
{"formula": "C10H16Cl16F18NO4P2S2V", "method": "wB97M-V/def2-TZVPD", "e_homo_ev": [0.2, -5.2], "total_charge": -2, "multiplicity": 5, "symbols": ["V", "P", "F", "F", "F", "F", "F", "F", "P", "F", "F", "F", "F", "F", "F", "C", "F", "F", "F", "S", "O", "O", "N", "S", "O", "O", "C", "F", "F", "F", "C", "Cl", "Cl", "H", "H", "C", "Cl", "Cl", "H", "H", "C", "Cl", "Cl", "H", "H", "C", "Cl", "Cl", "H", "H", "C", "Cl", "Cl", "H", "H", "C", "Cl", "Cl", "H", "H", "C", "Cl", "Cl", "H", "H", "C", "Cl", "Cl", "H", "H"], "coordinates": [[-22.990, 0.540, -27.168], [-21.972, -1.898, -25.398], [-22.700, -1.347, -23.978], [-21.642, -0.329, -25.605], [-20.617, -2.178, -24.507], [-21.258, -2.338, -26.768], [-22.646, -3.369, -25.135], [-23.346, -1.479, -26.159], [-25.246, 1.155, -28.903], [-23.922, 1.177, -29.856], [-26.128, 0.412, -30.078], [-24.823, -0.163, -28.123], [-26.483, 1.313, -27.861], [-24.430, 2.147, -27.816], [-25.932, 2.368, -29.733], [-20.987, 3.708, -28.857], [-22.252, 4.090, -28.716], [-20.784, 3.275, -30.147], [-20.146, 4.705, -28.611], [-20.680, 2.123, -27.623], [-19.308, 1.976, -27.144], [-21.654, 2.408, -26.519], [-21.413, 0.758, -28.453], [-20.231, 0.058, -29.191], [-19.441, 1.008, -29.958], [-19.546, -0.963, -28.373], [-21.341, -0.954, -30.453], [-21.886, -0.091, -31.288], [-20.586, -1.900, -31.066], [-22.269, -1.718, -29.790], [-22.242, 7.306, -28.488], [-23.050, 7.412, -26.843], [-22.596, 8.719, -29.507], [-21.174, 7.182, -28.305], [-22.701, 6.412, -28.909], [-16.500, 4.055, -27.458], [-16.284, 5.640, -26.691], [-16.967, 4.093, -29.209], [-15.597, 3.445, -27.427], [-17.137, 3.454, -26.811], [-21.303, 3.520, -23.494], [-22.746, 4.152, -24.247], [-21.436, 2.910, -21.798], [-20.867, 2.663, -24.008], [-20.598, 4.349, -23.544], [-16.512, 0.200, -31.245], [-16.268, 1.727, -32.043], [-17.480, -0.915, -32.193], [-15.553, -0.282, -31.056], [-17.103, 0.325, -30.337], [-19.054, 7.108, -24.917], [-18.674, 6.448, -23.300], [-19.835, 5.801, -25.879], [-19.820, 7.863, -24.741], [-18.145, 7.609, -25.251], [-18.784, -4.194, -27.568], [-19.686, -4.750, -28.971], [-17.218, -5.114, -27.445], [-18.577, -3.123, -27.567], [-19.426, -4.468, -26.731], [-23.580, 3.972, -32.400], [-24.504, 2.651, -33.171], [-24.753, 5.089, -31.744], [-22.868, 3.590, -31.668], [-23.122, 4.512, -33.228], [-19.401, 4.931, -32.493], [-20.418, 6.098, -31.543], [-20.201, 4.070, -33.817], [-18.580, 5.475, -32.959], [-18.974, 4.137, -31.880]]}



Entry 5:
{"formula": "CH3Br2P", "method": "wB97M-V/def2-TZVPD", "e_homo_ev": [-7.8, -9.3], "relative_energy_kj_mol": 108.05, "multiplicity": 3, "symbols": ["C", "P", "Br", "Br", "H", "H", "H"], "coordinates": [[0.524, 1.248, -0.489], [0.103, -0.361, -0.140], [-1.653, -3.205, 0.329], [0.827, -0.674, 1.891], [-0.137, 1.774, -1.037], [1.555, 1.737, -0.395], [-1.219, -0.519, -0.158]]}